[1]
{
  "formula": "C3H3BrCl2",
  "method": "wB97M-V/def2-TZVPD",
  "symbols": ["C", "C", "C", "Cl", "Cl", "Br", "H", "H", "H"],
  "coordinates": [[-0.11688, -0.45770, -0.10461], [-0.15826, 0.54298, 0.93512], [-1.30655, 1.27981, 0.49502], [-0.47138, -0.11829, 2.54746], [-2.94199, 0.77257, 0.70255], [-1.09476, 2.73284, -0.75726], [0.58799, -0.38179, -0.94977], [-0.91167, -1.22142, 0.08848], [0.77022, 1.04347, 1.11627]],
  "lowdin_charge": [-0.007, -0.994, -1.140, 0.619, 0.606, 0.660, 0.088, 0.082, 0.086],
  "homo_lumo_gap_ev": [8.44, 8.07],
  "e_tot_ha": -3610.3862,
  "max_force_ev_per_a": 2.81,
  "charge": 0
}

---

[2]
{
  "formula": "C30H31Cl5IrO2P2Si",
  "method": "wB97M-V/def2-TZVPD",
  "symbols": ["Ir", "C", "P", "C", "C", "C", "P", "C", "C", "H", "H", "H", "H", "H", "H", "H", "H", "H", "H", "H", "H", "H", "H", "H", "H", "Cl", "C", "C", "Cl", "C", "Cl", "C", "O", "C", "Cl", "C", "Cl", "O", "Si", "C", "C", "C", "C", "C", "C", "C", "C", "C", "C", "C", "C", "C", "C", "C", "C", "C", "C", "H", "H", "H", "H", "H", "H", "H", "H", "H", "H", "H", "H", "H", "H", "H"],
  "coordinates": [[-0.74628, -1.42067, 0.28432], [-4.24006, 0.05483, 1.41512], [-3.00416, -0.03965, 0.07856], [-3.03072, 1.61378, -0.64421], [-3.88374, -0.98719, -1.21152], [-3.95581, -2.45453, -0.80760], [-2.29895, -3.13718, -0.47434], [-2.66669, -4.50468, 0.65687], [-1.80166, -3.95666, -2.01223], [-5.15757, 0.52743, 1.05643], [-3.84266, 0.64362, 2.24097], [-4.47546, -0.93853, 1.79679], [-4.05988, 1.86630, -0.90955], [-2.40472, 1.64034, -1.53232], [-2.64834, 2.35087, 0.05856], [-3.31802, -0.86538, -2.13988], [-4.87633, -0.56278, -1.37964], [-4.44417, -3.06967, -1.56590], [-4.53667, -2.56609, 0.11083], [-3.40575, -5.16356, 0.19652], [-3.07319, -4.11165, 1.58889], [-1.76264, -5.06858, 0.87961], [-2.61115, -4.58534, -2.38710], [-0.92858, -4.58169, -1.82077], [-1.53612, -3.21492, -2.76404], [5.83435, -5.21500, 0.09734], [4.22220, -4.77408, 0.26155], [3.88600, -3.39292, 0.35086], [5.10845, -2.20960, 0.30031], [2.57475, -3.03128, 0.47800], [2.10089, -1.40544, 0.59020], [1.51378, -4.02909, 0.53484], [0.32529, -3.71530, 0.65745], [1.90609, -5.43471, 0.44069], [0.65008, -6.57533, 0.49049], [3.21774, -5.78710, 0.30755], [3.67835, -7.42421, 0.19412], [-0.07163, 0.34982, 0.12230], [0.71090, 1.81473, 0.12736], [0.03967, 2.86398, 1.50555], [-1.05441, 2.46361, 2.28107], [-1.56850, 3.26157, 3.29449], [-0.98708, 4.49291, 3.55915], [0.12007, 4.90304, 2.82880], [0.62965, 4.09343, 1.82561], [2.52955, 1.64343, 0.43248], [3.47691, 1.75742, -0.59094], [4.83595, 1.61416, -0.33905], [5.27783, 1.35326, 0.94965], [4.35945, 1.24235, 1.98830], [3.00724, 1.38986, 1.72831], [0.48761, 2.56248, -1.56218], [0.52470, 3.94329, -1.77428], [0.37414, 4.48258, -3.04514], [0.18985, 3.64733, -4.13777], [0.16413, 2.27134, -3.95658], [0.31258, 1.74094, -2.68225], [-1.48455, 1.48348, 2.11126], [-2.41212, 2.92757, 3.88563], [-1.38291, 5.12353, 4.34445], [0.59185, 5.85090, 3.05222], [1.51546, 4.41887, 1.28919], [3.14630, 1.96666, -1.60237], [5.55167, 1.71418, -1.14476], [6.33694, 1.25101, 1.14988], [4.70454, 1.05549, 2.99718], [2.30407, 1.32433, 2.55376], [0.65984, 4.61537, -0.93440], [0.40085, 5.55549, -3.18394], [0.07075, 4.06770, -5.12791], [0.03151, 1.61702, -4.80895], [0.29851, 0.66256, -2.55384]],
  "lowdin_charge": [0.922, -0.240, 0.774, -0.231, -0.411, -0.401, 0.700, -0.244, -0.237, 0.058, 0.037, 0.039, 0.061, 0.043, 0.041, 0.089, 0.096, 0.096, 0.077, 0.063, 0.054, 0.002, 0.057, 0.039, 0.050, 0.799, -0.668, -0.694, 0.775, -0.552, 0.868, -0.428, -0.147, -0.596, 0.803, -0.701, 0.751, -0.637, 0.471, -0.228, -0.111, -0.079, -0.077, -0.071, -0.092, -0.286, -0.082, -0.083, -0.100, -0.088, -0.137, -0.245, -0.076, -0.073, -0.080, -0.083, -0.111, 0.065, 0.103, 0.107, 0.108, 0.107, 0.102, 0.107, 0.107, 0.107, 0.109, 0.094, 0.107, 0.106, 0.103, 0.094],
  "homo_lumo_gap_ev": [7.26, 5.64],
  "e_tot_ha": -4689.5402,
  "max_force_ev_per_a": 1.52,
  "spin_multiplicity": 5,
  "s2": 6.052,
  "charge": 1
}

---

[3]
{
  "formula": "C4H11N2O",
  "method": "wB97M-V/def2-TZVPD",
  "symbols": ["C", "C", "C", "C", "N", "N", "O", "H", "H", "H", "H", "H", "H", "H", "H", "H", "H", "H"],
  "coordinates": [[-0.23242, -1.62269, 0.93550], [-0.88623, -0.99383, -0.78748], [1.92547, 0.82830, 0.29984], [1.60279, -0.42375, -0.57683], [-2.19237, 1.69255, -0.03136], [0.32468, -1.00192, -0.21547], [-1.49079, -1.71920, 0.15693], [0.21886, -2.59183, 1.13555], [-0.29081, -1.16382, 1.95613], [-1.46699, -0.85892, -1.66713], [-2.37895, 1.38640, -0.96925], [2.96246, 1.07162, 0.26114], [1.37922, 1.74471, -0.01277], [1.73291, 0.58137, 1.35214], [2.41404, -1.09469, -0.45947], [1.48581, -0.20068, -1.60908], [-3.15108, 1.78682, 0.38606], [-1.95659, 2.57958, -0.15443]],
  "lowdin_charge": [-0.020, 0.023, -0.037, -0.129, 0.054, -0.003, 0.088, 0.158, 0.179, 0.172, 0.008, 0.069, 0.092, 0.080, 0.121, 0.123, 0.069, -0.047],
  "homo_lumo_gap_ev": 10.05,
  "e_tot_ha": -343.4280,
  "max_force_ev_per_a": 5.38,
  "charge": 1
}

---

[4]
{
  "formula": "C4H7NO2",
  "method": "wB97M-V/def2-TZVPD",
  "symbols": ["N", "C", "O", "C", "C", "C", "O", "H", "H", "H", "H", "H", "H", "H"],
  "coordinates": [[1.58975, 0.97216, 1.20616], [0.47534, 0.19705, 1.31878], [-0.34411, 0.34772, 2.20771], [0.28531, -0.84698, 0.23088], [-1.02955, -0.59260, -0.47228], [-1.09823, 0.30230, -1.62606], [-1.15083, -1.11053, -1.78527], [1.75099, 1.67705, 1.90964], [2.28273, 0.82362, 0.49264], [0.26401, -1.83358, 0.70649], [1.09371, -0.84678, -0.50790], [-1.91410, -0.70440, 0.15338], [-0.18441, 0.77843, -1.98458], [-2.02061, 0.83654, -1.84960]],
  "lowdin_charge": [0.163, -0.542, 0.052, -0.064, -0.304, -0.109, -0.036, 0.110, 0.098, 0.133, 0.121, 0.150, 0.115, 0.113],
  "homo_lumo_gap_ev": 10.72,
  "e_tot_ha": -361.8306,
  "max_force_ev_per_a": 0.38,
  "smiles": "NC(=O)C[C@H]1CO1",
  "charge": 0
}

---

[5]
{
  "formula": "C4H8Br2O4S2",
  "method": "wB97M-V/def2-TZVPD",
  "symbols": ["C", "C", "C", "C", "O", "O", "O", "O", "S", "S", "Br", "Br", "H", "H", "H", "H", "H", "H", "H", "H"],
  "coordinates": [[0.49734, 3.32526, -0.52920], [1.00001, -1.24346, 1.03235], [-1.29493, -2.48014, -1.27431], [-0.93838, 1.03344, 0.44408], [1.56917, 1.03451, -0.47179], [-0.28300, 1.36770, -2.06808], [-0.87694, -1.20842, -0.99007], [-1.64832, -1.29581, 1.34618], [0.28626, 1.53971, -0.75757], [-0.71796, -0.64729, 0.51779], [-3.04648, -2.82678, -0.68581], [-0.54253, 1.65988, 2.20480], [0.56291, 3.21287, 0.52123], [1.28609, 3.93277, -0.96943], [-0.40645, 3.75943, -0.88692], [1.12016, -2.35729, 1.15353], [1.56001, -0.84894, 0.10454], [1.12459, -0.66643, 2.04292], [-0.57154, -3.00987, -0.68122], [-1.22129, -2.72844, -2.31660]],
  "lowdin_charge": [-0.136, -0.116, -0.661, -0.868, -0.351, -0.318, -0.352, -0.368, 0.489, 0.630, 0.790, 0.778, -0.034, 0.085, 0.057, 0.080, 0.065, 0.076, 0.069, 0.085],
  "homo_lumo_gap_ev": 9.27,
  "e_tot_ha": -6402.3721,
  "max_force_ev_per_a": 4.98,
  "charge": 0
}

---

[6]
{
  "formula": "C7HF4IO4S",
  "method": "wB97M-V/def2-TZVPD",
  "symbols": ["O", "C", "C", "C", "F", "C", "O", "C", "I", "C", "S", "O", "O", "C", "F", "F", "F", "H"],
  "coordinates": [[0.58804, -2.08248, 1.65564], [0.82291, -1.16156, 0.84266], [2.24243, -1.25268, 0.07352], [2.84151, -0.01357, -0.25114], [4.09765, 0.00087, -0.89982], [2.10085, 1.36862, 0.12182], [2.75884, 2.43519, 0.27818], [0.49671, 1.32050, 0.23972], [-0.56329, 3.17296, -0.11664], [-0.15256, 0.08960, 0.56732], [-1.99020, -0.09354, 0.67674], [-2.29044, -1.45004, 1.29230], [-2.68279, 0.96619, 1.48081], [-2.63278, -0.22536, -1.09479], [-1.83523, -1.21636, -1.75872], [-4.01800, -0.55793, -1.13423], [-2.48634, 0.97488, -1.83282], [2.70270, -2.27526, -0.14056]],
  "lowdin_charge": [0.083, -0.263, 0.111, -0.103, 0.026, -0.258, 0.058, -0.503, 1.003, -0.203, 0.803, -0.308, -0.334, -0.424, 0.056, 0.086, 0.022, 0.149],
  "homo_lumo_gap_ev": 7.98,
  "e_tot_ha": -1663.4439,
  "max_force_ev_per_a": 7.19,
  "smiles": "O=C1C=C(F)C(=O)C(I)=C1S(=O)(=O)C(F)(F)F",
  "charge": 0
}

---

[7]
{
  "formula": "C34H27FNO5S2",
  "method": "wB97M-V/def2-TZVPD",
  "symbols": ["C", "N", "C", "C", "C", "C", "C", "C", "C", "C", "C", "C", "C", "C", "C", "C", "C", "C", "O", "C", "C", "C", "C", "C", "C", "C", "C", "C", "C", "H", "H", "H", "H", "H", "H", "H", "H", "H", "H", "H", "H", "H", "H", "H", "H", "H", "H", "H", "H", "H", "H", "H", "F", "C", "S", "O", "O", "C", "C", "C", "C", "C", "C", "S", "O", "O", "H", "H", "H", "H"],
  "coordinates": [[-0.69523, 4.54524, -5.74307], [-0.92512, 3.23665, -5.15989], [-1.65868, 2.33503, -6.02786], [-0.47476, 2.85724, -3.86945], [-1.36161, 2.99834, -2.76088], [-1.02738, 2.44047, -1.53716], [0.16070, 1.67168, -1.39941], [0.46677, 1.00862, -0.15714], [-0.49229, 0.44147, 0.74601], [-0.23888, 0.28167, 2.16015], [-1.13151, -0.34122, 2.99061], [-0.87144, -0.56170, 4.41613], [-0.22625, 0.44562, 5.16132], [0.06676, 0.24448, 6.51432], [-0.22582, -0.98511, 7.12286], [-0.81691, -2.01288, 6.37606], [-1.13671, -1.79674, 5.03652], [-2.39303, -0.94144, 2.38226], [-3.07222, -1.78526, 2.98995], [-2.79686, -0.41337, 1.03090], [-4.15305, -0.69454, 0.51150], [-4.83040, 0.23963, -0.31191], [-6.08805, -0.06305, -0.85864], [-6.68497, -1.30679, -0.62655], [-6.03571, -2.24262, 0.17944], [-4.80304, -1.92725, 0.75688], [-1.82285, 0.21410, 0.30591], [1.15005, 1.76302, -2.41610], [0.82070, 2.29914, -3.64371], [-0.19222, 5.20301, -5.02122], [-0.07472, 4.49391, -6.65803], [-1.65707, 5.00960, -6.02336], [-1.83099, 1.38984, -5.49369], [-2.63744, 2.78110, -6.28890], [-1.09712, 2.12256, -6.96260], [-2.32976, 3.50299, -2.86762], [-1.67180, 2.60125, -0.66953], [1.45843, 1.21857, 0.20849], [0.62621, 0.73687, 2.62925], [-0.00007, 1.40206, 4.68236], [0.53139, 1.05357, 7.08757], [0.02834, -1.15324, 8.17282], [-1.04395, -2.97917, 6.82168], [-1.61373, -2.57624, 4.45541], [-4.39191, 1.23386, -0.46976], [-6.59974, 0.68194, -1.46922], [-7.64876, -1.55252, -1.07285], [-6.47481, -3.21464, 0.38601], [-4.33392, -2.63140, 1.43373], [-2.09977, 0.60061, -0.65508], [2.16115, 1.42244, -2.24611], [1.49904, 2.25091, -4.49582], [2.92963, 0.46984, 1.19631], [2.68304, -0.49292, 0.22391], [3.12833, -2.07175, 1.05591], [3.32737, -1.66023, 2.43671], [2.25961, -3.15613, 0.65635], [4.81910, -2.43515, 0.47023], [5.18709, -1.68681, -0.62756], [6.44894, -1.86590, -1.19863], [7.35150, -2.74745, -0.59422], [6.98101, -3.47988, 0.53399], [5.69483, -3.34598, 1.06229], [3.90776, -0.52690, -1.18440], [3.28519, -1.07348, -2.36554], [4.53861, 0.78515, -1.14824], [6.72425, -1.31724, -2.09472], [8.35500, -2.86068, -1.00381], [7.69141, -4.15486, 1.00432], [5.37834, -3.92791, 1.92457]],
  "lowdin_charge": [-0.096, -0.257, -0.090, -0.239, -0.007, -0.045, -0.181, 0.058, -0.168, 0.044, -0.077, -0.168, -0.035, -0.096, -0.108, -0.084, -0.020, -0.245, 0.020, -0.077, -0.154, -0.035, -0.101, -0.114, -0.088, -0.021, 0.006, 0.003, 0.005, 0.087, 0.076, 0.074, 0.091, 0.077, 0.080, 0.115, 0.117, 0.080, 0.120, 0.111, 0.096, 0.092, 0.096, 0.104, 0.108, 0.093, 0.092, 0.096, 0.100, 0.094, 0.089, 0.117, -0.121, -0.404, 0.677, -0.335, -0.320, -0.250, -0.258, -0.046, -0.084, -0.082, -0.044, 0.658, -0.317, -0.345, 0.116, 0.100, 0.100, 0.119],
  "homo_lumo_gap_ev": 6.33,
  "e_tot_ha": -2638.9242,
  "max_force_ev_per_a": 3.53,
  "charge": -1
}

---

[8]
{
  "formula": "C18H16N2S2",
  "method": "wB97M-V/def2-TZVPD",
  "symbols": ["N", "C", "C", "C", "C", "C", "C", "C", "C", "C", "C", "C", "C", "C", "C", "C", "C", "C", "S", "N", "C", "S", "H", "H", "H", "H", "H", "H", "H", "H", "H", "H", "H", "H", "H", "H", "H", "H"],
  "coordinates": [[6.07754, -0.16979, -4.16079], [4.93231, -0.01435, -4.20013], [3.56514, 0.34894, -3.96818], [3.11533, 0.66791, -2.64939], [1.68965, 0.95237, -2.62043], [1.03853, 1.38953, -1.36649], [1.58202, 2.48399, -0.68032], [1.05866, 2.76939, 0.60514], [0.23196, 1.91523, 1.23151], [-0.20621, 0.80329, 0.53224], [0.14486, 0.49236, -0.73314], [-1.10743, -0.07062, 1.42056], [-0.25092, -1.34466, 1.74146], [-1.12176, -2.64098, 2.00393], [-2.28744, -2.69921, 1.00022], [-3.24331, -1.50298, 1.29078], [-2.60572, -0.19569, 0.87339], [-1.09397, 0.80198, 2.58237], [-1.71018, 0.48571, 4.04398], [-0.35949, 1.92517, 2.50967], [1.04878, 0.69746, -3.84389], [2.15884, 0.23040, -5.05857], [3.74555, 0.75701, -1.74875], [2.19732, 3.20668, -1.13989], [1.10935, 3.73944, 1.07743], [-0.20901, -0.31708, -1.24891], [0.42876, -1.21610, 2.57590], [0.32334, -1.50351, 0.86961], [-1.48106, -2.59672, 2.97315], [-0.63328, -3.56824, 1.96545], [-2.73758, -3.68888, 0.98078], [-1.97606, -2.59266, -0.02392], [-4.25183, -1.70945, 0.76090], [-3.37911, -1.63257, 2.36977], [-3.09432, 0.79315, 1.11619], [-2.59699, -0.15775, -0.20048], [-0.04410, 2.40967, 3.30415], [-0.05818, 0.75157, -4.18530]],
  "lowdin_charge": [0.149, -0.250, -0.487, -0.033, -0.289, -0.175, 0.003, -0.005, -0.194, -0.124, 0.046, -0.340, -0.068, -0.154, -0.193, -0.194, -0.101, -0.811, 0.719, 0.105, -0.367, 1.012, 0.136, 0.105, 0.117, 0.107, 0.120, 0.092, 0.070, 0.089, 0.106, 0.097, 0.137, 0.093, 0.140, 0.099, 0.126, 0.115],
  "homo_lumo_gap_ev": 8.17,
  "e_tot_ha": -1601.3381,
  "max_force_ev_per_a": 4.06,
  "smiles": "N#Cc1cc(-c2ccc3c(c2)C2(CCCCC2)C(=S)N3)cs1",
  "charge": 0
}

---

Which formula does entry 6 have? C7HF4IO4S

---

Which value of charge does entry 5 give? 0

---

Which value of charge does entry 6 give? 0